Here is a structure of composition C18H15AuIN5S from the OMol25 dataset. Energies are from ωB97M-V/def2-TZVPD.

Geometry as XYZ:
```
41
Properties=species:S:1:pos:R:3:nbo_charge:R:1
Au -0.91 0.03 -1.26 1.209
N 1.92 2.42 -3.42 -0.741
C 1.22 1.65 -2.59 0.282
S -0.30 1.02 -3.20 -0.004
N 1.72 1.39 -1.42 -0.368
N 0.90 0.60 -0.65 -0.280
C 1.30 0.24 0.54 0.293
C 2.57 0.65 1.13 -0.089
C 3.39 -0.32 1.71 -0.198
C 4.60 0.05 2.27 -0.201
C 4.99 1.38 2.28 -0.140
C 4.17 2.35 1.71 -0.202
C 2.97 1.99 1.12 -0.155
C 0.37 -0.68 1.25 0.145
C 0.54 -1.02 2.58 -0.183
C -0.27 -2.01 3.13 -0.094
C -1.21 -2.63 2.33 -0.212
C -1.38 -2.17 1.03 0.084
N -0.63 -1.20 0.51 -0.524
H 1.58 2.66 -4.34 0.427
H 2.83 2.74 -3.14 0.437
H 3.12 -1.37 1.68 0.223
H 5.25 -0.71 2.70 0.242
H 5.93 1.67 2.72 0.242
H 4.46 3.39 1.73 0.241
H 2.33 2.75 0.69 0.228
H 1.30 -0.52 3.17 0.272
H -0.15 -2.30 4.17 0.261
H -1.83 -3.43 2.70 0.263
H -2.14 -2.62 0.41 0.220
I -3.28 2.69 -1.63 0.310
C -3.80 0.70 -1.88 0.066
C -5.13 0.42 -2.13 -0.251
C -5.57 -0.89 -2.18 -0.082
C -4.65 -1.91 -1.98 -0.217
C -3.34 -1.57 -1.74 0.039
N -2.91 -0.29 -1.68 -0.558
H -5.83 1.24 -2.27 0.267
H -6.61 -1.11 -2.38 0.262
H -4.93 -2.95 -2.02 0.263
H -2.58 -2.33 -1.65 0.220
```

Computed properties:
Gap between HOMO and LUMO in Ha: 0.2320
E in eV: -48972.757
Charge: +2
Relative energy (zero: lowest compared OMol25 entry of this formula, charge and spin) in kJ/mol: 43.68
E_HOMO in eV: -14.47



Here is a structure of composition C18H15B2F8MnN3O6 at a distorted geometry from the OMol25 dataset. Energies are from ωB97M-V/def2-TZVPD.

Geometry as XYZ:
```
53
Properties=species:S:1:pos:R:3:mulliken_spin:R:1
Mn -1.09 1.19 -2.56 4.866
B -0.57 -0.94 -1.80 -0.043
F -0.43 -0.74 -3.23 0.032
F -1.88 -0.65 -1.48 0.037
F -0.18 -2.19 -1.45 0.002
F 0.26 0.09 -1.32 0.031
B -3.94 1.71 -2.51 -0.009
F -4.54 0.92 -1.56 -0.001
F -4.84 2.36 -3.35 0.001
F -3.07 2.65 -1.85 0.013
F -3.03 0.98 -3.32 0.034
C 2.89 4.63 1.72 0.000
C 1.64 4.90 2.28 0.000
C 0.51 4.56 1.54 0.000
C 0.65 4.02 0.28 0.000
C 1.89 3.83 -0.32 -0.001
C 3.02 4.19 0.41 0.000
N -0.56 3.58 -0.40 0.002
O -0.44 2.87 -1.41 0.016
O -1.62 3.97 -0.01 0.017
H 3.78 4.68 2.33 0.000
H 1.49 5.12 3.32 0.000
H -0.45 4.68 2.04 0.000
H 2.00 3.42 -1.31 0.002
H 3.99 3.88 0.05 0.000
C 3.20 -3.85 -1.75 0.000
C 3.09 -3.00 -2.85 0.000
C 3.00 -1.64 -2.72 0.000
C 3.22 -1.14 -1.42 0.000
C 3.33 -1.94 -0.30 0.000
C 3.34 -3.32 -0.47 0.000
N 3.16 0.29 -1.19 0.000
O 3.55 0.77 -0.14 0.000
O 2.72 0.97 -2.11 0.001
H 3.30 -4.93 -1.71 0.000
H 2.93 -3.47 -3.81 0.000
H 2.92 -0.94 -3.54 0.000
H 3.46 -1.47 0.66 0.000
H 3.46 -4.02 0.35 0.000
C -2.71 -2.72 0.59 0.001
C -3.34 -1.62 1.16 0.000
C -3.37 -1.49 2.54 0.000
C -2.93 -2.53 3.36 0.000
C -2.42 -3.68 2.77 0.000
C -2.29 -3.76 1.40 0.000
N -2.97 -2.36 4.80 0.000
O -2.23 -3.07 5.46 0.000
O -3.72 -1.52 5.27 0.000
H -2.66 -2.76 -0.49 0.000
H -3.85 -0.86 0.59 0.000
H -3.81 -0.61 2.99 0.000
H -2.11 -4.45 3.47 0.000
H -1.76 -4.61 1.00 0.000
```

Computed properties:
Gap between HOMO and LUMO (alpha / beta) in Ha: 0.2942 / 0.2893
E in eV: -90082.102
<S²>: 8.75
Relative energy (zero: lowest compared OMol25 entry of this formula, charge and spin) in kJ/mol: 0.00
E_HOMO (alpha / beta) in eV: -9.76 / -9.76
Multiplicity: 6



Here is a structure of composition C18H15BCoF2GeO6S2 at a distorted geometry from the OMol25 dataset. Energies are from ωB97M-V/def2-TZVPD.

Geometry as XYZ:
```
46
Properties=species:S:1:pos:R:3:mulliken_spin:R:1
Co 0.43 -0.44 1.06 2.960
O -1.41 0.96 1.08 0.018
S -1.59 0.65 2.59 -0.061
O -1.95 1.77 3.37 0.009
O -0.31 -0.01 2.91 0.018
C -2.84 -0.59 2.70 0.001
C -3.52 -0.59 3.91 0.000
C -4.49 -1.56 4.15 0.000
C -4.79 -2.50 3.19 0.000
C -4.13 -2.49 1.97 0.000
C -3.15 -1.54 1.72 0.005
S -2.39 -1.64 0.12 0.006
O -2.98 -2.71 -0.61 0.002
O -2.72 -0.32 -0.55 -0.002
O -0.95 -1.73 0.33 0.012
H -3.29 0.17 4.64 0.000
H -5.01 -1.56 5.10 0.000
H -5.55 -3.24 3.37 0.000
H -4.36 -3.21 1.19 0.000
Ge 2.51 -0.21 0.03 -0.033
C 2.27 -1.04 -1.75 0.009
C 1.40 -0.46 -2.67 0.014
C 1.21 -1.02 -3.93 -0.002
C 1.91 -2.17 -4.28 0.007
C 2.78 -2.76 -3.37 -0.002
C 2.96 -2.19 -2.11 0.009
C 2.87 1.69 -0.32 0.003
C 1.87 2.65 -0.14 0.019
C 2.11 3.99 -0.43 0.009
C 3.35 4.39 -0.90 0.000
C 4.35 3.44 -1.09 0.001
C 4.11 2.10 -0.80 -0.002
H 3.86 -0.79 0.51 -0.002
H 0.85 0.44 -2.41 -0.006
H 0.53 -0.56 -4.63 0.000
H 1.77 -2.61 -5.26 0.000
H 3.32 -3.65 -3.64 0.000
H 3.65 -2.66 -1.41 0.000
H 0.89 2.37 0.23 -0.005
H 1.32 4.73 -0.28 0.000
H 3.54 5.43 -1.13 0.000
H 5.32 3.75 -1.47 0.000
H 4.89 1.38 -0.96 -0.001
F -2.26 1.95 -0.87 -0.001
B -2.62 1.06 0.07 0.013
F -3.74 1.35 0.79 0.000
```

Computed properties:
Gap between HOMO and LUMO (alpha / beta) in Ha: 0.2821 / 0.2787
E in eV: -153122.941
<S²>: 3.76
Relative energy (zero: lowest compared OMol25 entry of this formula, charge and spin) in kJ/mol: 0.00
E_HOMO (alpha / beta) in eV: -8.49 / -8.76
Multiplicity: 4



Here is a structure of composition C18H15FeN7 at a distorted geometry from the OMol25 dataset. Energies are from ωB97M-V/def2-TZVPD.

Geometry as XYZ:
```
41
Properties=species:S:1:pos:R:3:mulliken_spin:R:1
Fe 0.12 -0.56 0.39 3.862
C -2.26 0.06 4.28 0.000
C -1.43 -0.50 3.29 -0.013
N -0.87 0.27 2.37 0.057
C -1.13 1.59 2.37 -0.005
C -2.08 2.10 3.27 0.000
N -2.58 1.32 4.19 0.001
C -0.34 2.42 1.44 -0.002
C -0.25 3.81 1.58 -0.006
C 0.60 4.52 0.72 -0.005
C 1.34 3.79 -0.22 -0.006
C 1.22 2.41 -0.27 0.028
N 0.36 1.75 0.53 0.056
C 2.07 1.55 -1.11 -0.015
C 3.07 2.02 -1.98 0.002
N 3.90 1.19 -2.54 0.001
C 3.80 -0.10 -2.36 0.003
C 2.74 -0.60 -1.59 -0.018
N 1.92 0.22 -0.96 0.040
C 0.72 5.99 0.80 -0.033
C 0.80 6.74 -0.37 0.082
C 0.90 8.13 -0.27 0.005
N 0.92 8.67 0.91 0.780
C 0.86 8.04 2.04 0.005
C 0.76 6.65 2.04 0.084
H -2.65 -0.51 5.12 0.000
H -1.21 -1.56 3.29 -0.001
H -2.43 3.12 3.26 0.000
H -0.81 4.33 2.33 -0.002
H 2.03 4.31 -0.87 -0.003
H 3.20 3.07 -2.22 -0.001
H 4.54 -0.75 -2.81 0.000
H 2.58 -1.67 -1.47 -0.004
H 0.75 6.29 -1.35 0.007
H 0.96 8.77 -1.14 0.031
H 0.89 8.62 2.96 0.031
H 0.73 6.13 2.98 0.007
N -1.83 -0.58 -0.85 0.028
H -2.43 -1.36 -0.58 0.001
H -1.71 -0.68 -1.86 0.002
H -2.40 0.26 -0.72 -0.001
```

Computed properties:
Gap between HOMO and LUMO (alpha / beta) in Ha: 0.2899 / 0.1940
E in eV: -63699.213
Charge: +3
<S²>: 8.76
E_HOMO (alpha / beta) in eV: -17.96 / -17.96
Multiplicity: 6



Here is a structure of composition C18H15I2IrN8 from the OMol25 dataset. Energies are from ωB97M-V/def2-TZVPD.

Geometry as XYZ:
```
44
Properties=species:S:1:pos:R:3:mulliken_spin:R:1
Ir 0.07 -0.27 -0.27 1.149
C 1.34 2.39 -1.12 0.010
N 0.07 2.05 -0.44 0.153
C -1.19 2.39 -1.12 0.005
C -2.23 1.34 -0.81 -0.008
N -1.92 0.11 -0.43 0.038
C -3.13 -0.59 -0.27 -0.020
C -3.39 -1.88 0.17 0.042
C -4.71 -2.26 0.23 0.004
C -5.75 -1.38 -0.12 0.001
C -5.50 -0.09 -0.53 0.004
C -4.16 0.28 -0.59 -0.005
N -3.55 1.49 -0.93 0.005
C 2.37 1.34 -0.79 0.003
N 2.07 0.12 -0.38 0.044
C 3.28 -0.57 -0.21 -0.021
C 3.54 -1.85 0.26 0.044
C 4.86 -2.23 0.33 0.002
C 5.90 -1.36 -0.06 0.002
C 5.65 -0.08 -0.50 0.007
C 4.31 0.29 -0.56 -0.008
N 3.70 1.49 -0.92 0.008
H 1.71 3.38 -0.86 0.001
H 1.17 2.38 -2.20 0.003
H 0.07 2.40 0.51 -0.019
H -1.02 2.41 -2.20 0.002
H -1.57 3.38 -0.84 0.002
H -2.60 -2.55 0.48 -0.006
H -4.97 -3.26 0.57 0.001
H -6.78 -1.72 -0.06 0.001
H -6.30 0.59 -0.79 0.000
H -4.02 2.35 -1.18 0.000
H 2.75 -2.50 0.62 0.007
H 5.12 -3.22 0.70 0.001
H 6.93 -1.70 0.02 0.001
H 6.45 0.59 -0.77 0.000
H 4.16 2.34 -1.19 0.000
I 0.11 -0.95 -2.84 0.744
I 0.16 -3.28 -0.49 1.204
N -0.03 -0.24 1.65 0.333
C -0.29 -0.45 2.80 -0.071
N -0.49 -0.74 3.97 0.244
C -0.90 -0.20 5.09 -0.066
N -1.29 0.25 6.08 0.159
```

Computed properties:
Gap between HOMO and LUMO (alpha / beta) in Ha: 0.3041 / 0.1781
E in eV: -49854.304
Charge: +2
<S²>: 6.04
E_HOMO (alpha / beta) in eV: -14.12 / -14.59
Multiplicity: 5



Here is a structure of composition C18H15NO4SV at a distorted geometry from the OMol25 dataset. Energies are from ωB97M-V/def2-TZVPD.

Geometry as XYZ:
```
40
Properties=species:S:1:pos:R:3:mulliken_spin:R:1
V 0.13 -0.04 -2.53 2.549
O 0.00 3.00 -3.30 0.092
C 0.05 1.84 -3.10 0.004
C -0.12 -1.87 -3.22 -0.031
O -0.29 -2.97 -3.58 0.105
C 2.01 -0.08 -3.27 -0.016
O 3.15 -0.10 -3.52 0.115
C -1.82 0.04 -2.70 0.007
O -2.99 0.09 -2.81 0.142
C 0.13 0.64 -5.88 0.037
H -0.77 1.26 -5.84 -0.001
H 1.08 1.17 -5.85 0.002
C 0.06 -0.68 -5.95 0.050
H 0.96 -1.31 -5.99 0.000
H -0.89 -1.22 -5.96 0.002
N 0.31 -0.07 -0.55 -0.166
S -0.76 -0.17 0.73 0.055
C -0.18 -1.45 1.90 0.000
C -1.11 -2.43 2.26 0.001
C -0.80 -3.34 3.29 0.000
C 0.46 -3.31 3.88 0.000
C 1.40 -2.36 3.48 0.000
C 1.06 -1.41 2.52 -0.002
C -0.49 1.31 1.74 -0.003
C 0.51 2.24 1.47 0.002
C 0.70 3.32 2.34 0.000
C -0.21 3.53 3.39 0.000
C -1.17 2.56 3.69 0.000
C -1.33 1.47 2.85 -0.003
H 1.18 -0.20 -0.02 0.053
H -2.08 -2.43 1.79 0.000
H -1.55 -4.06 3.61 0.000
H 0.71 -4.03 4.65 0.000
H 2.40 -2.37 3.92 0.000
H 1.75 -0.60 2.30 -0.002
H 1.09 2.14 0.56 0.007
H 1.53 4.00 2.17 0.000
H -0.17 4.45 3.96 0.000
H -1.82 2.67 4.57 0.000
H -2.12 0.75 3.02 -0.001
```

Computed properties:
Gap between HOMO and LUMO (alpha / beta) in Ha: 0.2254 / 0.1880
E in eV: -65092.567
Charge: +2
<S²>: 3.78
Relative energy (zero: lowest compared OMol25 entry of this formula, charge and spin) in kJ/mol: 25.66
E_HOMO (alpha / beta) in eV: -15.09 / -15.10
Multiplicity: 4